A 2-piece molecular cluster, C2H6BrNOSi overall, computed with wB97M-V/def2-TZVPD.

Computed properties:
Spin multiplicity ... 3
Lowest unoccupied orbital energy (alpha / beta) ... 0.02458 / -0.15144 Ha
HOMO energy (alpha / beta) ... -8.76 / -9.82 eV

Last column: Löwdin charge in e.
Positions of all 12 atoms, in Å:
C: -0.684 -0.925 -1.116  -0.6887
C: -0.580 -1.048 0.366  -0.2766
N: -0.236 -2.098 -1.668  0.1354
O: -1.028 0.070 -1.719  0.0283
Si: -0.358 0.554 1.321  0.5794
Br: 2.702 -1.314 0.471  0.1769
H: -0.937 -2.067 0.835  0.1020
H: 0.187 -2.712 -1.103  0.0083
H: 0.335 -1.795 -2.496  0.1376
H: 0.196 1.432 0.263  -0.0430
H: 0.328 0.065 2.514  -0.0821
H: -1.741 0.885 1.578  -0.0775

---

C45H63As2N4PTi as an isolated structure, computed with wB97M-V/def2-TZVPD.

Computed properties:
Spin multiplicity ... 3
Lowest unoccupied orbital energy (alpha / beta) ... 0.01732 / 0.01733 Ha
HOMO energy (alpha / beta) ... -5.29 / -7.81 eV

Last column: Löwdin charge in e.
Positions of all 116 atoms, in Å:
Ti: -0.103 -0.273 -0.164  0.2968
C: -2.894 -1.546 1.979  -0.4346
C: -1.919 -1.522 3.159  -0.3933
As: -0.204 -0.616 2.724  1.2741
C: 0.068 0.238 4.460  -0.3593
C: -0.728 1.342 4.770  -0.1254
C: -0.629 1.962 6.009  -0.0858
C: 0.275 1.484 6.950  -0.0914
C: 1.071 0.389 6.645  -0.0779
C: 0.971 -0.235 5.404  -0.0863
C: 1.119 -2.049 2.940  -0.3956
C: 0.812 -3.365 3.252  -0.1186
C: 1.823 -4.317 3.384  -0.0898
C: 3.148 -3.955 3.204  -0.0902
C: 3.464 -2.636 2.897  -0.0733
C: 2.458 -1.689 2.767  -0.1299
As: -2.058 -2.158 0.317  1.2546
C: -1.854 -4.044 0.756  -0.3845
C: -0.615 -4.642 0.596  -0.1283
C: -0.444 -5.996 0.875  -0.0784
C: -1.511 -6.745 1.335  -0.0833
C: -2.757 -6.146 1.509  -0.0753
C: -2.928 -4.801 1.211  -0.1049
C: -3.637 -2.308 -0.809  -0.3778
C: -4.633 -1.343 -0.761  -0.1122
C: -5.722 -1.406 -1.628  -0.0752
C: -5.813 -2.436 -2.552  -0.0873
C: -4.824 -3.407 -2.599  -0.0781
C: -3.739 -3.343 -1.730  -0.1235
H: -3.246 -0.537 1.767  0.0415
H: -3.769 -2.159 2.191  0.0702
H: -1.719 -2.518 3.542  0.0480
H: -2.350 -0.951 3.976  0.0654
H: -1.426 1.731 4.041  0.0775
H: -1.249 2.821 6.235  0.1020
H: 0.359 1.965 7.917  0.1013
H: 1.781 0.014 7.373  0.1038
H: 1.600 -1.083 5.183  0.0922
H: -0.210 -3.677 3.404  0.0810
H: 1.564 -5.340 3.629  0.1016
H: 3.934 -4.696 3.302  0.1003
H: 4.496 -2.341 2.749  0.1066
H: 2.724 -0.678 2.502  0.0708
H: 0.225 -4.050 0.263  0.0724
H: 0.529 -6.454 0.741  0.1078
H: -1.379 -7.798 1.559  0.1034
H: -3.598 -6.730 1.865  0.1029
H: -3.909 -4.353 1.314  0.1040
H: -4.586 -0.542 -0.038  0.0793
H: -6.495 -0.649 -1.576  0.1036
H: -6.656 -2.484 -3.231  0.1033
H: -4.891 -4.219 -3.314  0.1070
H: -2.979 -4.113 -1.771  0.0998
N: 2.831 0.964 0.517  -0.0190
C: 1.772 0.530 0.307  -0.4113
C: -2.038 -1.432 -4.135  -0.1015
C: -0.672 -1.018 -4.718  -0.5843
C: -0.347 -1.944 -5.898  -0.0783
C: -0.881 0.413 -5.251  -0.0973
P: 0.593 -0.935 -3.319  0.8757
N: -0.068 -0.236 -2.078  -0.3280
C: 1.154 -2.689 -2.915  -0.5772
C: -0.085 -3.593 -2.802  -0.0945
C: 1.785 -2.679 -1.513  -0.0967
C: 2.125 -3.341 -3.903  -0.0750
C: 2.089 0.037 -3.895  -0.5884
C: 2.557 -0.247 -5.325  -0.0821
C: 3.271 -0.210 -2.935  -0.0893
C: 1.795 1.541 -3.749  -0.0880
H: -2.824 -1.110 -4.827  0.0860
H: -2.221 -0.965 -3.168  0.0552
H: -2.134 -2.508 -4.020  0.0534
H: -1.139 -1.837 -6.649  0.0901
H: -0.324 -2.995 -5.613  0.0598
H: 0.594 -1.706 -6.390  0.0629
H: -1.779 0.414 -5.877  0.0828
H: -0.056 0.769 -5.864  0.0602
H: -1.044 1.123 -4.437  0.0738
H: -0.860 -3.143 -2.184  0.0360
H: 0.213 -4.536 -2.332  0.0865
H: -0.522 -3.837 -3.768  0.0657
H: 1.113 -2.219 -0.792  0.0074
H: 2.724 -2.142 -1.451  0.0671
H: 1.959 -3.710 -1.181  0.0900
H: 1.740 -3.354 -4.922  0.0639
H: 2.275 -4.385 -3.602  0.0901
H: 3.104 -2.868 -3.916  0.0635
H: 2.759 -1.301 -5.512  0.0630
H: 3.499 0.293 -5.482  0.0896
H: 1.857 0.107 -6.080  0.0614
H: 3.723 -1.193 -3.049  0.0621
H: 3.000 -0.056 -1.892  0.0381
H: 4.044 0.529 -3.171  0.0905
H: 1.032 1.909 -4.431  0.0607
H: 2.724 2.082 -3.961  0.0894
H: 1.502 1.777 -2.731  0.0495
C: -0.369 2.743 -0.848  -0.1551
C: -1.182 4.042 -1.081  -0.1433
N: -2.351 4.097 -0.194  -0.1540
C: -1.889 3.875 1.180  -0.1464
C: -1.311 2.444 1.344  -0.1809
N: -1.143 1.800 0.022  -0.2238
C: -2.494 1.654 -0.595  -0.1544
C: -3.255 3.005 -0.560  -0.1497
H: 0.579 2.930 -0.350  0.1098
H: -0.163 2.217 -1.771  0.0638
H: -1.539 4.101 -2.112  0.1171
H: -0.565 4.921 -0.898  0.1158
H: -2.723 4.034 1.865  0.1140
H: -1.130 4.626 1.407  0.1191
H: -1.983 1.811 1.923  0.0852
H: -0.343 2.442 1.841  0.1060
H: -3.031 0.885 -0.046  0.0674
H: -2.336 1.287 -1.607  0.1048
H: -4.061 2.980 0.176  0.1152
H: -3.704 3.221 -1.530  0.1155

---

The molecule C4H5FO2, computed with wB97M-V/def2-TZVPD.

Computed properties:
Lowest unoccupied orbital energy ... 0.03315 Ha
HOMO energy ... -9.46 eV
SMILES ... F/C=C1\COCO1

Last column: Löwdin charge in e.
Positions of all 12 atoms, in Å:
C: 1.832 0.348 -0.254  0.0897
C: 0.565 0.094 -0.336  -0.2942
C: -0.394 0.889 0.429  -0.0916
C: -1.304 -1.083 -0.243  -0.2095
H: 2.709 0.170 -0.765  0.0924
H: -0.089 1.902 0.181  0.1487
H: -0.225 0.675 1.446  0.1245
H: -2.201 -1.672 -0.908  0.1821
H: -1.086 -1.992 0.587  0.1785
O: -1.643 0.265 -0.020  -0.0670
O: -0.072 -0.954 -1.017  -0.0222
F: 1.907 1.359 0.900  -0.1313

---

| no. | F_max (eV/Å) |
| --- | --- |
| 1 | 6.5 |
| 2 | 1.5 |
| 3 | 4.3 |